(1)
Computed, not measured: a single C5H9NO molecule, with wB97M-V/def2-TZVPD.

Cartesian coordinates (Å):
C 0.378 1.630 -0.543
C 0.431 0.251 -1.155
N 1.416 -0.680 -0.614
C 0.000 -1.009 -0.489
C -0.582 -1.175 0.916
C -0.952 0.104 1.639
O -2.004 0.673 1.455
H 0.782 1.609 0.474
H 0.994 2.324 -1.126
H -0.645 2.018 -0.508
H 0.293 0.244 -2.239
H 1.861 -1.231 -1.341
H -0.381 -1.766 -1.176
H 0.129 -1.755 1.517
H -1.513 -1.745 0.828
H -0.209 0.506 2.363

The charge is 0. The gap between HOMO and LUMO comes out at 0.394 hartree. For the energy above the lowest of the compared OMol25 structures with the same formula, charge and spin, the calculation gives 210.0 kJ/mol. The HOMO energy comes out at -9.78 eV. The structure (SMILES) is C[C@H]1N[C@H]1CC=O.

***

(2)
Computed, not measured: 5 unconnected molecules or ions with the total composition C17H23ClF4O14P, with wB97M-V/def2-TZVPD.

Cartesian coordinates (Å):
O -0.973 -1.068 -0.942
C -0.056 -0.522 -1.488
Cl 1.531 -1.199 -1.551
C -0.154 0.834 -2.163
P -0.952 2.001 -1.042
C -2.639 2.389 -1.467
C -3.573 1.163 -1.483
C -3.756 0.566 -2.886
O -2.924 -0.554 -3.135
H -0.678 0.763 -3.112
H 0.844 1.206 -2.371
H -0.814 1.565 0.273
H -0.231 3.188 -1.132
H -2.989 3.120 -0.743
H -2.669 2.856 -2.447
H -3.266 0.400 -0.775
H -4.547 1.505 -1.146
H -4.800 0.282 -2.987
H -3.503 1.299 -3.644
H -3.318 -1.324 -2.717
C 1.794 -0.624 2.443
C 2.568 0.479 1.745
O 3.109 1.203 2.822
C 3.266 0.335 3.872
O 3.919 0.556 4.827
O 2.574 -0.802 3.633
F 1.758 1.310 1.010
H 0.777 -0.325 2.707
H 1.745 -1.549 1.874
H 3.380 0.125 1.108
C 6.340 3.798 3.722
C 5.395 4.757 3.032
O 5.814 4.675 1.681
C 6.365 3.442 1.490
O 6.576 2.954 0.434
O 6.609 2.851 2.681
F 5.532 6.029 3.471
H 7.267 4.293 4.013
H 5.902 3.305 4.585
H 4.342 4.475 3.094
C -1.364 -3.789 -4.895
C -2.862 -4.009 -4.941
O -3.121 -4.036 -6.323
C -1.987 -4.476 -6.957
O -1.936 -4.843 -8.073
O -0.935 -4.427 -6.096
F -3.547 -2.973 -4.378
H -1.127 -2.724 -4.939
H -0.885 -4.236 -4.028
H -3.199 -4.943 -4.490
C -2.032 -2.610 4.372
C -3.394 -2.148 3.894
O -3.083 -0.875 3.314
C -1.804 -0.916 2.909
O -1.298 -0.108 2.183
O -1.161 -1.968 3.418
F -4.269 -1.978 4.897
H -1.813 -2.234 5.371
H -1.900 -3.687 4.349
H -3.847 -2.781 3.129

The charge is +1. The gap between HOMO and LUMO comes out at 0.360 hartree. The HOMO energy comes out at -13.05 eV.

***

(3)
Computed, not measured: 8 unconnected molecules or ions with the total composition C32H63F6N9O8S, with wB97M-V/def2-TZVPD.

Cartesian coordinates (Å):
C -1.788 2.771 -0.703
O -1.514 1.526 -1.404
O -0.823 2.918 0.312
C -2.142 4.017 -1.649
F -2.863 3.700 -2.677
F -2.808 4.956 -0.982
F -1.026 4.491 -2.298
C -2.220 0.330 -0.904
C -1.807 -0.746 -1.958
H -0.726 -0.881 -1.929
H -2.296 -1.692 -1.723
H -2.165 -0.500 -2.958
H -3.301 0.384 -1.032
H -1.962 0.058 0.119
H -2.681 2.478 -0.151
C 7.156 -0.346 0.193
C 5.690 0.020 0.369
O 4.837 -0.770 0.684
N 5.162 1.332 -0.169
H 4.283 1.568 0.270
H 5.789 2.092 0.056
C 4.989 1.165 -1.666
H 7.646 0.539 0.600
H 7.439 -0.527 -0.844
H 7.405 -1.182 0.847
H 4.291 0.346 -1.837
H 5.930 0.972 -2.180
H 4.644 2.117 -2.068
C -1.532 1.461 -8.411
C -2.106 2.457 -9.361
O -1.460 3.517 -9.589
N -3.568 2.278 -9.821
H -3.438 2.811 -10.669
H -3.803 1.370 -10.197
C -4.593 2.804 -8.739
H -1.949 1.805 -7.465
H -0.456 1.633 -8.440
H -1.820 0.456 -8.720
H -4.376 3.811 -8.383
H -4.542 2.036 -7.968
H -5.578 2.792 -9.205
C -2.807 -8.487 -6.627
C -2.917 -9.515 -7.770
O -2.036 -10.345 -7.846
N -4.139 -9.560 -8.634
H -4.821 -9.106 -8.044
H -3.957 -8.905 -9.381
C -4.537 -11.018 -9.035
H -2.419 -8.909 -5.700
H -3.862 -8.327 -6.407
H -2.319 -7.581 -6.987
H -3.746 -11.335 -9.714
H -5.455 -10.938 -9.618
H -4.560 -11.584 -8.104
C 1.861 1.916 7.682
C 0.430 1.317 7.685
N -0.524 2.138 8.328
C -0.747 2.138 9.657
C -1.855 2.914 9.988
N -2.352 3.431 8.772
C -1.575 2.849 7.746
C -3.478 4.284 8.646
H 2.465 1.226 7.091
H 2.250 1.976 8.698
H 1.936 2.927 7.283
H 0.458 0.355 8.198
H 0.074 1.202 6.661
H -0.206 1.463 10.304
H -2.360 3.155 10.912
H -1.784 3.030 6.702
H -3.189 5.272 9.004
H -4.323 3.918 9.229
H -3.806 4.448 7.619
C 4.734 9.861 3.986
C 3.644 9.259 3.059
N 3.516 9.884 1.704
C 2.665 10.961 1.331
C 2.837 11.140 -0.003
N 3.806 10.265 -0.464
C 4.272 9.592 0.589
C 4.179 10.111 -1.818
H 5.679 9.811 3.445
H 4.893 9.245 4.871
H 4.672 10.920 4.234
H 2.654 9.425 3.486
H 3.877 8.196 3.002
H 1.962 11.356 2.050
H 2.288 11.842 -0.614
H 5.083 8.881 0.530
H 3.659 10.833 -2.448
H 3.830 9.141 -2.172
H 5.261 10.178 -1.925
C 1.689 -7.334 3.497
C 1.149 -7.074 2.061
N 1.567 -8.100 1.045
C 0.998 -9.356 0.780
C 1.723 -9.967 -0.228
N 2.808 -9.152 -0.523
C 2.664 -7.954 0.217
C 3.841 -9.492 -1.447
H 1.339 -6.634 4.256
H 2.765 -7.173 3.563
H 1.442 -8.365 3.753
H 1.503 -6.098 1.728
H 0.064 -6.983 2.025
H 0.148 -9.732 1.332
H 1.716 -10.935 -0.707
H 3.477 -7.246 0.288
H 4.394 -8.574 -1.647
H 3.419 -9.993 -2.318
H 4.486 -10.124 -0.837
C -6.384 -1.943 5.122
F -5.173 -2.134 5.595
F -6.439 -0.818 4.375
F -6.821 -2.930 4.346
S -7.671 -1.887 6.574
O -8.982 -1.679 5.944
O -7.595 -3.170 7.264
O -7.254 -0.767 7.414

The charge is +4. The gap between HOMO and LUMO comes out at 0.103 hartree. For the energy above the lowest of the compared OMol25 structures with the same formula, charge and spin, the calculation gives 109.4 kJ/mol. The HOMO energy comes out at -10.20 eV.

***

(4)
Computed, not measured: a molecular structure, C19H15OPtS3, with wB97M-V/def2-TZVPD.

Cartesian coordinates (Å):
Pt 1.080 0.714 1.311
C 2.907 0.543 2.674
C 3.507 0.730 1.396
C 3.347 1.928 0.687
C 2.398 2.824 1.164
C 1.758 2.632 2.431
C 2.126 1.562 3.254
H 3.132 -0.355 3.233
H 4.132 -0.059 1.000
H 3.869 2.088 -0.246
H 2.141 3.705 0.590
H 1.050 3.369 2.785
H 1.734 1.441 4.255
O -0.626 1.218 0.343
C -0.833 0.013 -0.213
C -2.246 -0.260 -0.673
C -2.898 -1.564 -0.741
C -4.247 -1.496 -0.644
C -4.694 -0.159 -0.486
S -3.506 0.989 -0.454
C 0.054 -0.996 0.494
C 1.031 -1.856 -0.088
C 1.313 -2.969 0.678
C 0.516 -3.032 1.817
S -0.549 -1.754 1.974
C -1.099 0.004 -1.735
C -1.112 1.275 -2.451
C -0.959 1.151 -3.795
C -0.820 -0.196 -4.180
S -0.867 -1.298 -2.937
H -2.339 -2.489 -0.810
H -4.920 -2.343 -0.649
H -5.730 0.143 -0.374
H 1.498 -1.640 -1.041
H 2.063 -3.710 0.439
H 0.569 -3.781 2.596
H -1.176 2.210 -1.909
H -0.915 1.968 -4.502
H -0.685 -0.551 -5.197

The charge is +3. The gap between HOMO and LUMO comes out at 0.227 hartree. For the energy above the lowest of the compared OMol25 structures with the same formula, charge and spin, the calculation gives 0.0 kJ/mol. The HOMO energy comes out at -17.75 eV.

***

(5)
Computed, not measured: a gas-phase ion, C5H8NS (charge +1), with wB97M-V/def2-TZVPD.

Cartesian coordinates (Å):
C 2.611 -1.253 0.392
C 2.902 -0.065 -0.067
C 1.686 0.665 0.237
C -2.131 0.590 0.286
C -0.095 -1.251 -0.618
N 1.319 -0.687 0.307
S -1.451 -1.137 0.469
H 3.051 -2.295 0.466
H 1.566 1.254 1.155
H 1.182 1.219 -0.611
H -1.828 0.973 -0.732
H -1.660 1.235 1.115
H -3.205 0.410 0.356
H 0.063 -0.584 -1.462
H -0.052 -2.378 -0.950

The charge is +1. The gap between HOMO and LUMO (spin up / spin down) comes out at 0.318 / 0.236 hartree. The spin multiplicity is 3. For the energy above the lowest of the compared OMol25 structures with the same formula, charge and spin, the calculation gives 421.1 kJ/mol. The HOMO energy (spin up / spin down) comes out at -12.63 / -13.55 eV.

***

(6)
Computed, not measured: 9 unconnected molecules or ions with the total composition C4H28N2O8S2, with wB97M-V/def2-TZVPD.

Cartesian coordinates (Å):
S 3.073 -1.461 -0.337
S 2.310 -0.063 0.847
C 0.468 0.025 0.965
C -0.186 1.460 0.892
C -1.477 1.256 1.792
N -2.083 2.518 2.115
N -0.508 1.654 -0.496
C -1.225 2.935 -0.820
H 2.831 -1.182 -1.638
H -0.008 -0.645 0.237
H 0.083 -0.563 1.914
H 0.441 2.333 1.270
H -1.283 0.610 2.571
H -2.099 0.714 1.041
H -1.525 3.271 2.491
H -2.933 2.796 1.832
H -1.216 0.971 -0.782
H -2.058 3.151 -0.158
H -0.530 3.727 -0.511
H -1.563 2.835 -1.759
H -2.514 -1.457 0.110
H -3.868 -0.890 0.263
O -3.038 -0.634 -0.133
H 2.976 0.412 -3.590
H 1.703 1.255 -3.548
O 2.021 0.374 -3.761
H -4.060 -1.356 -2.961
H -3.304 -1.140 -1.708
O -3.237 -1.715 -2.497
H 0.666 0.481 3.353
H 1.614 1.157 4.483
O 0.960 1.298 3.677
H -1.523 -3.822 -0.018
H -0.346 -2.831 -0.604
O -0.847 -3.200 0.126
H -2.105 -2.597 3.023
H -0.964 -3.084 2.166
O -1.537 -3.415 2.949
H 0.701 -0.692 -2.581
H -0.685 -1.324 -2.900
O -0.150 -0.978 -2.240
H 1.874 2.554 -1.552
H 0.614 2.403 -2.246
O 1.529 2.527 -2.455

The charge is +1. The gap between HOMO and LUMO (spin up / spin down) comes out at 0.332 / 0.157 hartree. The spin multiplicity is 2. For the energy above the lowest of the compared OMol25 structures with the same formula, charge and spin, the calculation gives 116.6 kJ/mol. The HOMO energy (spin up / spin down) comes out at -11.98 / -11.95 eV.

***

(7)
Computed, not measured: a single C19H26N2O6 molecule, with wB97M-V/def2-TZVPD.

Cartesian coordinates (Å):
C -6.566 -0.702 0.062
O -5.285 -1.253 -0.116
C -4.203 -0.500 0.213
C -4.251 0.788 0.719
C -3.084 1.483 1.004
C -1.854 0.875 0.818
C -0.570 1.571 1.076
O 0.391 1.050 1.609
N -0.552 2.875 0.653
C 0.715 3.541 0.497
C 1.571 2.929 -0.612
O 2.682 3.300 -0.890
O 0.933 1.921 -1.193
C 1.626 1.066 -2.100
C 1.522 -0.371 -1.560
O 0.785 -1.166 -2.121
N 2.224 -0.676 -0.462
C 3.124 0.181 0.279
C 4.467 -0.520 0.494
C 4.284 -1.859 1.205
C 5.620 -2.571 1.395
C 3.314 -2.706 0.382
C 2.000 -1.958 0.183
C -1.793 -0.432 0.335
C -2.946 -1.120 0.005
O -2.985 -2.368 -0.518
C -1.760 -3.011 -0.798
H -6.709 0.195 -0.551
H -6.759 -0.459 1.112
H -7.263 -1.473 -0.262
H -5.199 1.272 0.890
H -3.146 2.485 1.402
H -1.290 3.153 0.025
H 0.570 4.605 0.306
H 1.287 3.426 1.424
H 2.656 1.409 -2.237
H 1.094 1.096 -3.054
H 3.301 1.115 -0.248
H 2.657 0.411 1.244
H 5.113 0.137 1.079
H 4.943 -0.689 -0.474
H 3.839 -1.675 2.189
H 5.477 -3.520 1.906
H 6.298 -1.961 1.986
H 6.086 -2.768 0.432
H 3.113 -3.653 0.884
H 3.757 -2.925 -0.592
H 1.323 -2.534 -0.449
H 1.527 -1.772 1.154
H -0.823 -0.877 0.195
H -1.209 -3.227 0.124
H -2.029 -3.948 -1.283
H -1.133 -2.418 -1.469

The charge is 0. The gap between HOMO and LUMO comes out at 0.326 hartree. For the energy above the lowest of the compared OMol25 structures with the same formula, charge and spin, the calculation gives 85.8 kJ/mol. The HOMO energy comes out at -8.19 eV. The structure (SMILES) is COc1ccc(C(=O)NCC(=O)OCC(=O)N2CCC(C)CC2)cc1OC.

***

(8)
Computed, not measured: a gas-phase ion, C3H6N2O2 (charge +2), with wB97M-V/def2-TZVPD.

Cartesian coordinates (Å):
C 1.037 1.635 -0.295
N 0.598 0.501 -0.301
O 1.284 -0.664 0.073
C -0.786 0.020 -0.494
C -1.329 -0.765 0.636
N -0.801 -1.778 1.033
O -0.335 -2.692 1.430
H 2.127 1.850 -0.224
H 0.485 2.563 -0.688
H 2.248 -0.476 -0.065
H -0.755 -0.774 -1.406
H -1.419 0.886 -0.657
H -2.355 -0.306 0.958

The charge is +2. The gap between HOMO and LUMO comes out at 0.356 hartree. For the energy above the lowest of the compared OMol25 structures with the same formula, charge and spin, the calculation gives 0.0 kJ/mol. The HOMO energy comes out at -21.50 eV. The structure (SMILES) is C=[N+](O)CC=[N+]=O.